This record from OMol25 describes 3 unconnected molecules or ions with the total composition C6H20N2O2 at a distorted geometry. The level of theory is ωB97M-V with the def2-TZVPD basis set.

Positions of all 30 atoms, in Å:
C1 -2.73100 1.01787 1.02243
C2 -1.20515 1.19831 0.86450
N1 -0.63427 0.36699 -0.16831
C3 -1.08568 -0.94955 -0.41780
C4 -1.99454 -1.07636 -1.69225
C5 0.83618 0.47758 -0.23216
C6 1.42482 1.47483 -1.36018
N2 2.88317 1.84714 -1.18074
H1 -3.14737 0.34491 0.30538
H2 -3.01801 0.74148 2.05391
H3 -3.26217 1.90440 0.67096
H4 -0.97242 2.27447 0.47553
H5 -0.74662 1.02266 1.87899
H6 -1.72861 -1.28885 0.46818
H7 -0.33969 -1.78304 -0.49789
H8 -2.08146 -2.03439 -2.00271
H9 -2.96507 -0.61438 -1.65468
H10 -1.51538 -0.56013 -2.45440
H11 1.40767 0.93014 0.66929
H12 1.17839 -0.51457 -0.44675
H13 1.36701 1.10627 -2.40142
H14 0.82393 2.43193 -1.03769
H15 3.01774 2.47955 -0.29098
H16 3.51203 1.03046 -1.23361
O1 1.98838 -0.42431 3.23011
H17 2.63685 -1.14547 3.22363
H18 1.44886 -0.89745 3.91502
O2 1.52026 -3.16247 -0.24745
H19 2.19047 -2.59397 -0.48337
H20 1.19168 -3.60406 -0.97553

The value obtained for the HOMO energy is -7.7 eV. The total charge is 0. Its SMILES is CCN(CC)CCN.O.O. The energy above the lowest of the compared OMol25 structures with the same formula, charge and spin comes out at 74.7 kcal/mol.

***

This record from OMol25 describes 3 unconnected molecules or ions with the total composition C6H20N5 at a distorted geometry. The level of theory is ωB97M-V with the def2-TZVPD basis set.

Positions of all 31 atoms, in Å:
C1 -1.61207 -2.05084 -0.56025
C2 3.40153 -0.68110 -1.83263
C3 -1.09839 1.46848 -0.64514
C4 -1.02832 0.94722 1.66299
C5 -2.76345 -1.08063 -0.80495
C6 1.32730 0.33957 -1.02932
N1 1.82993 1.34814 3.05412
N2 2.37250 -0.37798 -0.82308
N3 -2.40836 0.09671 -1.54273
N4 0.63292 0.29919 0.12491
N5 -0.46448 1.04234 0.37215
H1 -1.97099 -2.90268 -0.03023
H2 -1.06954 -2.24962 -1.44302
H3 -0.75542 -1.64899 -0.03653
H4 4.08738 0.18116 -1.91919
H5 3.97837 -1.65216 -1.60892
H6 2.92545 -0.88415 -2.73091
H7 -1.78847 0.03466 -2.34454
H8 -1.84859 2.17745 -0.59139
H9 -0.43187 1.60885 -1.45758
H10 -1.19586 -0.15386 1.90366
H11 -0.39008 1.21370 2.52142
H12 -1.90123 1.44502 1.81329
H13 -3.44004 -1.66017 -1.44251
H14 -3.15545 -0.71943 0.12577
H15 2.32835 0.66718 3.76197
H16 1.41520 1.95555 3.71103
H17 2.63790 -0.91324 0.12973
H18 -3.30802 0.52879 -1.92942
H19 1.06725 -0.16628 0.94133
H20 2.62654 1.78713 2.64998

The value obtained for the HOMO energy (alpha / beta) is -8.3 / -12.8 eV. As for the expectation value of S²: 2.01. The total charge is +1. The energy above the lowest of the compared OMol25 structures with the same formula, charge and spin comes out at 25.9 kcal/mol. Its spin multiplicity is 3.

***

This record from OMol25 describes 5 unconnected molecules or ions with the total composition C6H20O6 at a distorted geometry. The level of theory is ωB97M-V with the def2-TZVPD basis set.

Positions of all 32 atoms, in Å:
C1 -1.66805 3.14738 -2.51836
C2 -1.66032 2.64108 -1.09817
C3 -1.05216 1.21625 -1.14435
C4 0.37570 1.01379 -1.71156
C5 -0.94588 0.76987 0.35623
C6 -0.59464 -0.66092 0.71286
O1 -0.06681 -0.92960 1.78244
O2 -0.59645 -1.55843 -0.25258
H1 -2.23517 4.00591 -2.89332
H2 -0.61293 3.28291 -2.83591
H3 -2.07337 2.33695 -3.13468
H4 -2.67564 2.47662 -0.66096
H5 -1.16786 3.27872 -0.36610
H6 -1.71085 0.53742 -1.65638
H7 0.60270 0.01423 -2.01654
H8 0.52266 1.74173 -2.48581
H9 1.19598 1.28862 -0.99051
H10 -0.06274 1.28314 0.77559
H11 -1.84452 1.06479 0.93830
H12 -0.43156 -2.46665 0.07590
O3 2.14957 0.66670 4.06362
H13 1.67326 0.72989 3.22912
H14 1.69581 1.26553 4.66934
O4 -0.27310 -1.85844 -4.21929
H15 -0.72686 -1.82240 -5.06905
H16 -0.90845 -2.35214 -3.68773
O5 -0.11398 -3.48697 1.78395
H17 -0.02969 -2.60105 2.22352
H18 0.10490 -4.09791 2.49105
O6 3.45038 -0.03378 1.78903
H19 2.61536 -0.36178 1.44518
H20 3.32743 -0.04145 2.74850

The value obtained for the HOMO energy is -10.7 eV. The total charge is 0. Its SMILES is CC[C@@H](C)CC(=O)O.O.O.O.O. The energy above the lowest of the compared OMol25 structures with the same formula, charge and spin comes out at 36.7 kcal/mol.

***

This record from OMol25 describes a gas-phase ion, C6H21BN4 (charge +2) at a distorted geometry. The level of theory is ωB97M-V with the def2-TZVPD basis set.

Positions of all 32 atoms, in Å:
B1 0.14998 -1.15483 -1.16717
C1 -3.95553 1.69709 0.26059
C2 3.51140 1.89459 0.43639
C3 -2.59821 1.00395 0.08997
C4 2.27802 0.99459 0.41340
C5 -1.34005 -1.12175 0.53581
C6 1.64381 -1.46317 -0.62577
N1 -0.91167 -2.14130 -0.47653
N2 1.88656 -2.12960 0.56366
N3 -2.70246 -0.47412 0.15006
N4 2.45969 -0.03529 -0.64668
H1 -0.21332 -0.40460 -1.96316
H2 -4.62158 1.37356 -0.55632
H3 -4.36367 1.29164 1.24616
H4 -3.84884 2.78308 0.09974
H5 3.77738 1.92120 -0.62670
H6 3.25930 2.88494 0.70419
H7 4.39062 1.70274 1.07112
H8 -1.93922 1.36360 1.04000
H9 -2.14576 1.42894 -0.87977
H10 1.39610 1.56147 -0.07778
H11 2.07764 0.53112 1.41131
H12 -1.41054 -1.62974 1.63329
H13 2.04552 -2.23445 -1.32926
H14 -0.33053 -2.78571 0.09665
H15 -1.63534 -2.55878 -1.07798
H16 2.86784 -2.51654 0.74644
H17 1.58332 -1.74904 1.50872
H18 -3.02638 -0.74012 -0.73783
H19 -3.47861 -0.57228 0.80638
H20 2.33528 0.22492 -1.62161
H21 3.49273 -0.27122 -0.46865

The value obtained for the HOMO energy is -16.0 eV. The total charge is +2. The energy above the lowest of the compared OMol25 structures with the same formula, charge and spin comes out at 18.7 kcal/mol.

***

This record from OMol25 describes 5 unconnected molecules or ions with the total composition C6H21NO5 at a distorted geometry. The level of theory is ωB97M-V with the def2-TZVPD basis set.

Positions of all 33 atoms, in Å:
C1 -0.82811 -1.16407 -1.41484
C2 -0.48069 -0.40787 -0.36822
C3 0.81103 0.34370 -0.41616
C4 1.64333 0.28023 0.88420
C5 3.14706 0.50072 0.50458
O1 3.90912 -0.46235 1.21041
N1 -1.35264 -0.25043 0.76922
C6 -2.01437 -1.48027 1.26667
H1 -1.82248 -1.56243 -1.55033
H2 -0.02348 -1.42419 -2.09059
H3 1.35459 0.13958 -1.33378
H4 0.59031 1.41994 -0.49160
H5 1.73281 -0.71675 1.31563
H6 1.41510 1.05223 1.58792
H7 3.30499 1.54070 0.84840
H8 3.45501 0.59234 -0.53870
H9 4.84172 -0.32738 1.01973
H10 -2.09850 0.31537 0.37541
H11 -2.57700 -2.05098 0.53182
H12 -1.24797 -2.02857 1.80065
H13 -2.71921 -1.06800 1.99078
O2 -2.55598 1.03186 -2.58558
H14 -2.73234 0.14054 -2.92258
H15 -3.22837 1.40818 -3.18195
O3 3.71333 -2.28311 -2.18066
H16 3.29469 -2.39081 -3.04003
H17 3.50576 -3.07045 -1.65754
O4 -0.05162 3.03014 2.65453
H18 -0.91257 2.63172 2.80822
H19 0.54114 2.32823 2.36387
O5 -4.36871 1.02594 0.33850
H20 -3.64574 1.66084 0.24228
H21 -4.60020 1.24540 1.25976

The value obtained for the HOMO energy is -8.8 eV. The total charge is 0. Its SMILES is C=C(CCCO)NC.O.O.O.O. The energy above the lowest of the compared OMol25 structures with the same formula, charge and spin comes out at 95.8 kcal/mol.

***

This record from OMol25 describes a molecular structure, C6H22Br2O9 at a distorted geometry. The level of theory is ωB97M-V with the def2-TZVPD basis set.

Positions of all 39 atoms, in Å:
Br1 1.71684 -0.95880 0.37736
C1 -0.32214 -1.04022 0.54620
C2 -0.81182 0.28184 -0.12692
Br2 -2.75649 0.59874 0.24017
H1 -0.53113 -1.09887 1.61437
H2 -0.66986 -1.99003 0.13994
H3 -0.68152 0.30087 -1.20893
H4 -0.26415 1.10866 0.32532
C3 2.19044 -0.17244 -2.78797
C4 2.18911 1.06980 -1.92729
C5 2.28046 2.33637 -2.69298
O1 1.11627 3.01724 -2.32725
C6 0.40631 2.30822 -1.50501
O2 -0.63024 2.65637 -0.95511
O3 0.93818 1.13921 -1.26869
H5 3.08352 -0.18367 -3.41278
H6 1.29824 -0.14795 -3.41365
H7 2.19250 -1.00073 -2.07944
H8 3.05000 1.04214 -1.25930
H9 2.41821 2.17024 -3.76139
H10 3.17233 2.84652 -2.32908
O4 0.17753 1.54605 2.55999
H11 1.08889 1.26097 2.49367
H12 -0.04624 1.84181 1.67756
O5 0.09171 -1.33390 3.76011
H13 0.04545 -0.88405 4.60376
H14 -0.71352 -1.08079 3.30871
O6 -1.79611 -1.90952 2.80221
H15 -1.57570 -2.63324 2.21580
H16 -2.69150 -1.67061 2.56255
O7 -2.24393 -2.53970 -0.59785
H17 -1.60064 -2.36634 -1.28513
H18 -2.89397 -1.84405 -0.69657
O8 -0.90739 2.58216 0.92381
H19 -1.78189 2.49929 1.30408
H20 -1.04241 3.08054 0.11782
O9 -1.22954 -3.55455 1.06842
H21 -0.48180 -3.98947 0.65859
H22 -1.78388 -3.28823 0.33493

The value obtained for the HOMO energy is -9.0 eV. The total charge is 0.

***

This record from OMol25 describes 5 unconnected molecules or ions with the total composition C6H22FIN8O5PS at a distorted geometry. The level of theory is ωB97M-V with the def2-TZVPD basis set.

Positions of all 45 atoms, in Å:
O1 3.64797 0.11376 -2.33167
P1 3.37743 1.49247 -3.11283
I1 3.15319 3.23242 -1.42930
S1 1.32836 1.17980 -3.80517
C1 0.18199 0.96624 -2.38334
C2 -0.75960 2.15752 -2.43002
F1 -1.31337 2.17967 -3.69185
H1 4.60490 -0.05604 -2.36540
H2 1.33358 -0.02531 -4.41729
H3 0.72544 0.91879 -1.45405
H4 -0.38889 0.07344 -2.56706
H5 -1.51479 2.09243 -1.66185
H6 -0.15754 3.05469 -2.34399
C3 -4.34659 2.39463 0.87996
O2 -4.16214 2.61854 2.05984
N1 -4.55592 1.14245 0.37730
N2 -4.35058 3.40475 -0.05910
H7 -4.70555 0.96428 -0.59709
H8 -4.56911 0.36141 1.02244
H9 -4.19954 4.33939 0.26990
H10 -4.50267 3.25038 -1.03708
C4 4.69869 -0.94114 -6.13867
O3 3.52008 -0.70639 -5.89200
N3 5.21000 -2.20115 -6.09231
N4 5.58011 0.04223 -6.48056
H11 6.16702 -2.42012 -6.29547
H12 4.58177 -2.94479 -5.84998
H13 5.22799 0.97964 -6.53316
H14 6.54539 -0.12675 -6.69270
C5 -3.12836 -1.51920 2.99246
O4 -3.99363 -1.13834 2.21085
N5 -1.83592 -1.11004 2.94280
N6 -3.40196 -2.39940 3.99865
H15 -1.13926 -1.43483 3.60755
H16 -1.58906 -0.45814 2.22410
H17 -4.34439 -2.73103 4.07932
H18 -2.70402 -2.71962 4.64480
C6 0.03629 -1.79693 6.32022
O5 -0.41054 -1.90044 5.18176
N7 -0.76886 -1.58199 7.39400
N8 1.36788 -1.88990 6.58509
H19 -0.42948 -1.49408 8.33283
H20 -1.75465 -1.50353 7.22405
H21 1.98156 -2.05075 5.80899
H22 1.75684 -1.80903 7.50506

The value obtained for the HOMO energy is -11.0 eV. The total charge is +1.

***

This record from OMol25 describes 3 unconnected molecules or ions with the total composition C6H22N2O2 at a distorted geometry. The level of theory is ωB97M-V with the def2-TZVPD basis set.

Positions of all 32 atoms, in Å:
C1 -0.17838 -0.11038 -2.66368
C2 -0.93247 -1.00297 -1.73191
C3 -0.54088 -0.86304 -0.25311
C4 0.98699 -1.04108 -0.10199
C5 1.46380 -1.73290 1.17900
C6 1.27366 -0.93241 2.48039
N1 2.30002 0.16604 2.58328
N2 -2.46845 -0.63174 -1.85533
H1 -0.05058 0.90501 -2.29209
H2 -0.57270 -0.02434 -3.67707
H3 0.75933 -0.59724 -2.91845
H4 -1.00270 -2.05714 -1.99404
H5 -0.88161 0.08331 0.13794
H6 -1.04694 -1.65143 0.30909
H7 1.44219 -0.05135 -0.18325
H8 1.34557 -1.61190 -0.95567
H9 0.91283 -2.66006 1.33894
H10 2.50908 -2.01422 1.07138
H11 0.28242 -0.50981 2.57854
H12 1.50780 -1.67298 3.24204
H13 3.22794 -0.12687 2.28675
H14 2.27778 0.70362 3.44725
H15 1.99612 0.88985 1.91753
H16 -2.57498 0.37628 -2.12871
H17 -2.85952 -1.24142 -2.56490
H18 -2.88502 -0.80630 -0.95003
H19 2.92035 3.48128 2.06767
H20 1.38647 3.45796 1.76387
O1 2.11135 2.97090 2.16122
H21 -3.31263 2.65416 -2.00698
H22 -4.12984 1.87475 -1.01680
O2 -3.65787 1.76237 -1.85576

The value obtained for the HOMO energy is -18.4 eV. The total charge is +2. The energy above the lowest of the compared OMol25 structures with the same formula, charge and spin comes out at 0.0 kcal/mol.